Entry from the OMol25 dataset: 6 unconnected molecules or ions with the total composition C24H66N6O6 in a non-equilibrium geometry (ωB97M-V/def2-TZVPD).

Results
Energy above the lowest of the compared OMol25 structures with the same formula, charge and spin: 1.867 eV
Gap between HOMO and LUMO: 9.544 eV
Energy: -1733.82750 Eh
Charge: 0
SMILES: COC[C@H](C)N.COC[C@H](C)N.COC[C@H](C)N.COC[C@H](C)N.COC[C@H](C)N.COC[C@H](C)N
E_HOMO: -0.328 Eh
F_max: 2.69 eV/Å

XYZ file:
```
102
Properties=species:S:1:pos:R:3:forces:R:3
O 4.9388 -0.1995 -6.0311 -0.4 -0.4 0.2
O 0.1110 6.1430 2.3047 0.1 0.1 0.5
O -0.8960 -1.8656 -6.8790 0.6 -0.1 0.4
O -1.7599 -0.7383 2.0330 0.5 -0.2 0.3
O -4.1724 -5.4860 1.8491 0.5 0.3 0.1
O 0.3745 1.0308 4.3410 0.5 0.3 -0.5
N -7.4151 -3.7920 1.3858 0.4 -0.6 0.3
N 2.6294 0.9428 -4.9352 0.2 -0.4 -0.2
N 3.2622 4.5092 1.1904 -0.5 0.2 0.1
N 3.0146 0.9218 2.9021 -0.9 0.1 -0.2
N -0.2868 1.4768 1.3958 -1.4 0.2 -0.5
N 0.6672 -1.4179 -4.3261 0.4 0.2 -0.9
C -5.5627 -5.3240 1.7897 -0.6 0.3 -0.5
C -5.9160 -3.2859 3.2172 1.7 -0.9 -0.3
C 4.5246 -0.6060 -4.7455 -0.1 -0.5 0.6
C -0.3573 0.3922 0.3863 1.5 -1.2 1.9
C -3.6677 -6.0517 3.0320 0.2 -0.2 0.4
C -1.2533 5.8166 2.1789 0.2 -0.2 -0.3
C 2.4189 5.4712 1.9363 0.3 0.7 -0.7
C 3.3001 0.0716 -2.6573 -0.5 -0.9 -0.6
C 2.7340 0.5189 4.2784 0.6 0.8 0.8
C 3.7326 0.4842 -4.0631 0.7 1.7 0.5
C 1.6188 1.3295 4.9476 0.2 -1.0 0.6
C -2.7228 -1.7427 2.2562 0.1 -0.2 0.1
C 0.9357 -0.3722 0.6951 0.9 -0.7 -1.4
C -1.4704 -0.6250 0.6584 -1.4 1.0 -1.0
C -0.7996 -1.4818 -4.4190 0.7 0.4 -0.1
C 4.0252 0.6759 5.0947 -0.1 -0.2 1.0
C -1.2936 -1.0381 -5.7992 -0.7 -0.2 0.1
C -5.9976 -3.8536 1.7873 -1.3 0.5 0.7
C 5.6462 -1.2206 -6.6772 0.8 -0.4 -1.0
C 0.9491 5.2988 1.5749 0.3 -0.7 -0.7
C -0.7209 1.5495 5.0249 -1.2 0.2 -0.4
C 2.8659 6.8930 1.5338 0.4 -0.5 1.0
C -1.4110 -3.1535 -6.8102 -1.1 -1.4 -0.5
C -1.3860 -0.5855 -3.3250 0.7 -0.1 -1.3
H 4.0990 0.1367 -1.9212 0.1 0.0 -0.1
H -2.3930 -0.9712 -5.7961 0.0 0.0 0.0
H -1.4085 4.7458 2.3534 -0.1 0.0 0.1
H -2.3912 -0.2692 0.1606 -0.1 -0.1 0.0
H -6.0862 -5.8032 2.6247 0.1 -0.1 0.0
H 6.7237 -1.1912 -6.4713 -0.1 0.1 0.3
H -5.8563 -2.2006 3.2501 -0.4 0.0 0.1
H 2.5785 7.1284 0.5095 -0.3 0.1 0.1
H -2.4684 -0.5529 -3.4365 -0.1 -0.1 0.7
H -3.5351 -1.5800 1.5435 -0.3 -0.3 0.2
H 3.5732 5.0020 0.3613 0.2 -0.2 -0.1
H 1.9018 2.3893 4.9550 -0.4 0.2 -0.1
H 2.4732 7.5870 2.2778 -0.2 0.3 -0.4
H -6.6124 -3.7404 3.9194 -0.5 0.3 -0.3
H -7.8274 -2.9338 1.7141 -0.2 0.1 -0.3
H -3.0813 -1.7278 3.2848 0.0 0.6 0.0
H 1.0335 -1.7833 -5.2105 -0.1 -0.5 0.3
H -2.3079 -2.7523 2.1536 0.0 0.0 -0.5
H 4.5594 1.6075 4.9042 0.0 0.0 -0.3
H 0.9904 -0.6509 1.7453 0.1 0.4 0.1
H 2.5691 5.3551 3.0125 -0.1 -0.2 0.0
H -4.1734 -5.6760 3.9261 -0.2 -0.1 0.0
H -0.3594 0.7762 -0.6308 -0.2 0.0 0.0
H -1.1187 2.0667 1.2941 0.2 0.1 -0.2
H 0.9970 -0.4546 -4.4588 -0.3 0.1 0.5
H -1.2273 -1.5849 0.1957 0.1 -0.1 0.2
H 4.3797 1.3599 -3.9037 0.4 -0.2 -0.2
H -0.9999 0.4159 -3.5416 -0.1 0.1 0.3
H -1.6106 6.0375 1.1673 -0.1 0.1 0.0
H -1.0266 -3.7812 -7.6162 0.4 0.4 -0.1
H 2.1269 1.2430 2.5089 0.1 -0.4 -0.3
H -1.6288 1.3672 4.4357 0.3 -0.3 -0.2
H -0.9166 1.0510 5.9817 0.4 0.2 0.2
H 4.6996 -0.1738 4.9905 0.1 0.1 -0.5
H -0.5066 0.9854 2.2630 0.5 0.2 0.2
H 1.5311 0.9510 5.9772 0.2 0.4 0.1
H 1.0804 -1.3249 0.1655 -0.7 0.0 -0.2
H -5.4053 -3.2103 1.1306 0.5 -0.4 0.0
H 0.6706 4.2360 1.6633 -0.1 0.1 0.4
H -5.9294 -5.7918 0.8684 0.1 0.0 0.0
H 3.9082 -1.5206 -4.7477 -0.2 0.1 -0.6
H 2.4900 1.9379 -4.8000 -0.1 -0.1 0.2
H 2.9772 -0.9712 -2.7483 -0.2 0.0 0.5
H -0.7092 2.6441 5.1046 0.4 -0.1 0.4
H 2.9986 0.8882 -5.8835 -0.2 -0.1 0.0
H -0.9092 -0.0480 -6.0472 0.1 0.0 0.2
H 3.8327 0.6919 6.1755 -0.3 0.0 -0.1
H 5.3872 -0.9386 -4.1520 0.1 0.5 0.2
H -2.5022 -3.1905 -6.9585 0.0 0.4 0.1
H -7.5529 -3.9425 0.3968 -0.1 0.3 0.0
H -1.8044 6.3942 2.9142 -0.1 0.1 0.0
H -3.7250 -7.1434 3.0081 -0.2 -0.1 0.1
H 2.4454 0.6409 -2.2942 0.0 0.1 -0.1
H 0.8709 5.4943 0.4908 -0.1 0.2 0.0
H -1.2545 -3.7520 -5.9056 0.4 0.5 0.3
H 3.9548 6.9729 1.5900 0.0 -0.1 0.0
H 5.5665 -1.1040 -7.7605 -0.2 0.2 0.1
H 3.5752 1.7700 2.8867 0.2 -0.1 0.3
H 2.7032 3.7246 0.8591 0.1 0.0 0.1
H 2.4153 -0.5207 4.4002 0.0 -0.1 -0.7
H -0.9545 -0.9469 -2.3958 -0.6 0.2 0.3
H 5.3138 -2.2407 -6.4627 -0.3 0.2 0.3
H -1.0517 -2.5248 -4.2148 -0.3 0.1 -0.1
H -4.9460 -3.6690 3.5667 0.0 0.5 0.2
H -2.6171 -5.7916 3.1663 0.0 0.1 -0.4
H 1.8116 0.1720 0.3352 0.0 0.3 0.7
```
Forces are in eV/Å.

These are the Löwdin partial charges, in e, on atoms 1 to 99:
1. O -0.174
2. O -0.174
3. O -0.173
4. O -0.194
5. O -0.179
6. O -0.209
7. N 0.024
8. N 0.039
9. N 0.038
10. N 0.056
11. N 0.050
12. N 0.042
13. C -0.218
14. C -0.065
15. C -0.227
16. C -0.380
17. C -0.119
18. C -0.104
19. C -0.422
20. C -0.068
21. C -0.427
22. C -0.430
23. C -0.207
24. C -0.102
25. C -0.086
26. C -0.232
27. C -0.445
28. C -0.071
29. C -0.203
30. C -0.419
31. C -0.124
32. C -0.251
33. C -0.127
34. C -0.067
35. C -0.146
36. C -0.055
37. H 0.079
38. H 0.123
39. H 0.077
40. H 0.122
41. H 0.128
42. H 0.089
43. H 0.074
44. H 0.080
45. H 0.079
46. H 0.080
47. H 0.058
48. H 0.134
49. H 0.077
50. H 0.084
51. H 0.063
52. H 0.085
53. H 0.070
54. H 0.094
55. H 0.076
56. H 0.076
57. H 0.131
58. H 0.079
59. H 0.124
60. H 0.074
61. H 0.030
62. H 0.120
63. H 0.133
64. H 0.081
65. H 0.089
66. H 0.087
67. H 0.034
68. H 0.083
69. H 0.091
70. H 0.074
71. H 0.035
72. H 0.122
73. H 0.080
74. H 0.125
75. H 0.104
76. H 0.123
77. H 0.126
78. H 0.079
79. H 0.066
80. H 0.092
81. H 0.073
82. H 0.131
83. H 0.073
84. H 0.135
85. H 0.090
86. H 0.067
87. H 0.087
88. H 0.088
89. H 0.068
90. H 0.130
91. H 0.080
92. H 0.075
93. H 0.087
94. H 0.061
95. H 0.059
96. H 0.137
97. H 0.065
98. H 0.088
99. H 0.120